Record 1
Molecular formula: C16H38HgO14S3
Method: DFT, wB97M-V/def2-TZVPD

## Properties
Charge = -2
Multiplicity = 1
Frontier orbital gap = 2.50 eV
HOMO = 0.0344 Eh
Max |F| = 0.1293 hartree/bohr

Atoms and positions in Å:
1 Hg 0.10127 -1.29541 1.82563
2 C 1.46034 1.18647 3.95108
3 C -0.06548 1.31365 4.02570
4 C -0.64119 2.51036 3.28371
5 O -0.64224 0.10631 3.68116
6 H 1.94011 1.01156 2.99100
7 H 1.84409 0.47153 4.68187
8 H 1.88691 2.10680 4.41072
9 H -0.28963 1.42503 5.10807
10 H -0.10484 3.46394 3.45121
11 H -1.62526 2.79331 3.68571
12 H -0.79502 2.43590 2.20248
13 C 4.26733 -2.76861 0.65091
14 C 3.58608 -1.83504 1.68084
15 C 4.02453 -0.38232 1.40678
16 O 2.23841 -1.98359 1.72650
17 H 5.30863 -2.43232 0.62896
18 H 3.78048 -2.55988 -0.30806
19 H 4.09196 -3.81897 0.87339
20 H 4.00749 -2.06073 2.68688
21 H 5.06440 -0.31442 1.05854
22 H 3.77383 0.34419 2.18169
23 H 3.45529 0.05718 0.57035
24 C -1.59794 -3.34086 2.94082
25 O -0.54265 -2.80992 3.50060
26 O -2.47541 -3.91851 3.68231
27 O -1.98164 -2.58660 1.94133
28 O 0.89296 0.72022 0.69496
29 S 0.87996 1.52293 -0.47722
30 O 1.10694 0.90722 -1.75442
31 O -0.55603 2.24086 -0.47528
32 C -1.00150 2.92892 -1.66675
33 C -0.98473 4.40940 -1.35642
34 C 2.01365 2.89517 -0.19700
35 H -2.01938 2.60672 -1.88052
36 H -0.32401 2.61457 -2.46157
37 H -1.24758 5.00307 -2.23440
38 H 0.01152 4.75706 -1.06326
39 H -1.52766 4.70064 -0.45648
40 H 1.93183 3.15264 0.85717
41 H 1.82703 3.68907 -0.90990
42 H 2.99694 2.43349 -0.29901
43 O -0.23960 -4.01321 -2.13831
44 S 0.05795 -2.65132 -1.79203
45 O -0.14976 -2.12639 -0.49791
46 O 1.58301 -2.35436 -2.21540
47 C 2.03747 -2.88575 -3.45488
48 C 2.96061 -4.07197 -3.17858
49 C -0.84926 -1.66827 -2.99507
50 H 2.66103 -2.11053 -3.90628
51 H 1.23751 -3.22307 -4.11358
52 H 3.46033 -4.46196 -4.06415
53 H 2.27999 -4.85579 -2.83421
54 H 3.61888 -3.77641 -2.36421
55 H -0.37060 -0.69163 -3.04608
56 H -1.87901 -1.55734 -2.66552
57 H -0.81044 -2.19442 -3.94531
58 O -4.12188 -0.87138 0.63989
59 S -3.16321 0.17345 0.51663
60 O -1.81071 0.01204 0.89338
61 O -3.21145 0.60738 -1.07038
62 C -4.47723 0.65606 -1.68323
63 C -4.34067 0.42409 -3.17694
64 C -3.80817 1.64784 1.32011
65 H -5.01688 1.60540 -1.53194
66 H -5.22786 -0.02207 -1.27055
67 H -3.98475 -0.59688 -3.34439
68 H -3.46822 0.95650 -3.57189
69 H -5.25428 0.67437 -3.70751
70 H -3.46819 2.51982 0.76562
71 H -3.42419 1.59560 2.33726
72 H -4.89020 1.55920 1.25537

Forces on atoms 1 to 6 (eV/Å):
Hg -0.8 -1.7 3.3
C 0.8 1.5 1.4
C 0.0 -2.6 -0.2
C -0.5 1.7 0.1
O 0.0 0.9 -0.9
H -0.4 -0.1 -0.2

Mulliken population analysis, charges in e, atoms 1 to 5: number 1, Hg, carries 2.677; number 2, C, carries -1.074; number 3, C, carries 0.433; number 4, C, carries -0.893; number 5, O, carries -0.751

Record 2
Molecular formula: C16H38N3O11S2
Method: DFT, wB97M-V/def2-TZVPD

## Properties
Charge = -1
Multiplicity = 1
Frontier orbital gap = 8.50 eV
HOMO = -0.2203 Eh
Max |F| = 0.0362 hartree/bohr

Atoms and positions in Å:
1 O -2.78720 1.69414 3.77617
2 C -3.10562 1.17796 2.72009
3 O -3.84314 0.00421 2.68549
4 C -2.72743 1.71851 1.37932
5 C -1.61705 0.81672 0.76003
6 C -0.25360 1.19562 1.30355
7 S 0.99061 0.14748 0.54850
8 O 2.26319 0.73531 0.88391
9 O 0.79322 -1.16576 1.12750
10 N 0.58851 0.27816 -0.99916
11 S 1.00444 -0.92042 -1.96579
12 O 0.34307 -0.67147 -3.21951
13 O 2.40902 -1.14066 -2.05667
14 O 0.38205 -2.27738 -1.41478
15 H -3.21591 -0.71466 2.58973
16 H -3.55819 1.74073 0.69020
17 H -2.29223 2.69366 1.52341
18 H -1.66813 0.93771 -0.30705
19 H -1.84882 -0.21853 0.98572
20 H -0.05178 2.20286 0.97055
21 H -0.19330 1.10362 2.36826
22 H -0.55770 -2.14035 -1.28620
23 C -2.04307 -1.34670 -5.16022
24 O -2.25610 -2.42673 -4.26855
25 C -3.49202 -3.09601 -4.40974
26 C -3.34952 -4.42123 -5.13327
27 N -3.05283 -4.25357 -6.54894
28 C -2.52296 -5.43241 -7.23356
29 C -1.33491 -6.19701 -6.64992
30 O -0.08044 -5.55982 -6.75638
31 C 0.13815 -4.47695 -5.86157
32 H -1.22456 -0.75358 -4.76126
33 H -1.75846 -1.68528 -6.16425
34 H -2.93675 -0.71779 -5.23485
35 H -4.24000 -2.45253 -4.88587
36 H -3.84323 -3.31233 -3.39614
37 H -4.28611 -4.98192 -5.03108
38 H -2.56927 -4.98282 -4.60684
39 H -2.39968 -3.49343 -6.66573
40 H -2.23966 -5.11135 -8.23889
41 H -3.34886 -6.14399 -7.35506
42 H -1.23502 -7.10934 -7.24416
43 H -1.51172 -6.52520 -5.61781
44 H -0.26125 -4.67912 -4.86603
45 H -0.28764 -3.55269 -6.25531
46 H 1.21296 -4.32915 -5.77689
47 C 2.66295 6.20988 6.51464
48 O 3.63707 5.81385 5.57495
49 C 4.55806 4.83275 6.03187
50 C 4.25557 3.43964 5.51570
51 N 3.06669 2.86102 6.12555
52 C 2.49455 1.69568 5.43886
53 C 2.20379 1.74062 3.94140
54 O 1.08641 2.52605 3.56124
55 C 1.27473 3.92087 3.60122
56 H 2.23587 7.14914 6.16548
57 H 1.84680 5.48563 6.60426
58 H 3.10418 6.37339 7.50284
59 H 4.63237 4.84813 7.12454
60 H 5.53189 5.12756 5.63264
61 H 5.11395 2.79696 5.73850
62 H 4.17383 3.51303 4.42518
63 H 2.35247 3.56830 6.20634
64 H 1.55563 1.46468 5.94792
65 H 3.16306 0.84714 5.61961
66 H 1.94346 0.72375 3.64244
67 H 3.07821 2.00746 3.33977
68 H 2.26594 4.21171 3.24497
69 H 1.10581 4.31204 4.60918
70 H 0.52569 4.37421 2.94997

Forces on atoms 1 to 6 (eV/Å):
O -0.7 -0.9 -1.5
C 0.4 1.0 1.5
O 0.0 0.4 0.2
C 0.7 -0.6 0.0
C -0.8 0.4 0.7
C -0.5 -0.5 -1.7

Mulliken population analysis, charges in e, atoms 1 to 5: number 1, O, carries -0.530; number 2, C, carries 0.364; number 3, O, carries -0.495; number 4, C, carries -0.316; number 5, C, carries -0.964

Record 3
Molecular formula: C16H38N5O6Y
Method: DFT, wB97M-V/def2-TZVPD

## Properties
Charge = +2
Multiplicity = 1
Frontier orbital gap = 4.42 eV
HOMO = -0.4422 Eh
Max |F| = 0.1177 hartree/bohr

Atoms and positions in Å:
1 Y 0.48620 -2.58724 -2.40255
2 C 1.25862 0.23995 -0.46226
3 O 0.39419 -0.75492 -0.94490
4 H 2.29091 0.19474 -0.82933
5 H 0.90513 1.26705 -0.60906
6 H 1.38307 0.13952 0.62653
7 C 4.63213 1.85671 1.44257
8 C 4.79191 3.37523 1.45225
9 O 5.50482 3.90345 0.60613
10 N 4.05917 4.06497 2.34255
11 C 4.03637 5.52057 2.41268
12 H 3.58487 1.58884 1.60464
13 H 5.21594 1.46070 2.27552
14 H 4.99761 1.46537 0.50046
15 H 3.45074 3.52579 2.96115
16 H 3.04860 5.93507 2.24822
17 H 4.82113 5.93782 1.79101
18 H 4.36054 5.75899 3.43070
19 C -3.79479 -4.00327 -3.53584
20 C -2.99510 -3.21533 -2.51404
21 O -1.75141 -3.30076 -2.51715
22 N -3.65788 -2.52553 -1.60671
23 C -3.01635 -1.96884 -0.40836
24 H -3.77150 -3.49797 -4.49924
25 H -4.81297 -4.19271 -3.20119
26 H -3.34485 -4.98833 -3.65243
27 H -4.66380 -2.54757 -1.63241
28 H -3.78144 -1.43411 0.14583
29 H -2.29956 -1.20439 -0.71869
30 H -2.48769 -2.73043 0.15464
31 C 0.28803 -5.88290 0.33511
32 C 0.01365 -4.43895 0.60204
33 O 0.05997 -3.57641 -0.31239
34 N -0.16465 -4.04479 1.85288
35 C -0.31188 -2.65999 2.30252
36 H 1.35652 -5.98025 0.12953
37 H -0.21234 -6.14886 -0.59705
38 H -0.00858 -6.55295 1.13538
39 H -0.07062 -4.75282 2.56557
40 H -0.17245 -1.99057 1.45576
41 H 0.41022 -2.48564 3.09534
42 H -1.32295 -2.52362 2.68654
43 C -2.05362 0.15279 -5.32596
44 C -1.35426 0.04241 -3.99851
45 O -0.73672 -1.00955 -3.68513
46 N -1.42029 1.00816 -3.09148
47 C -1.71211 2.39600 -3.37880
48 H -1.35325 0.47004 -6.09902
49 H -2.84444 0.89500 -5.26507
50 H -2.43308 -0.83548 -5.56905
51 H -0.89331 0.78348 -2.24869
52 H -2.65033 2.75178 -2.95307
53 H -1.75191 2.62386 -4.44371
54 H -0.93483 3.08273 -3.03937
55 C 0.51506 3.99976 2.03547
56 C 0.67092 2.95497 3.11035
57 O 1.73879 2.84979 3.70580
58 N -0.37692 2.16585 3.41001
59 C -0.36758 1.24451 4.54796
60 H 1.03370 3.69831 1.12313
61 H 0.98527 4.87132 2.47274
62 H -0.51431 4.13151 1.69621
63 H -1.20038 2.37961 2.87490
64 H 0.11176 1.76566 5.37217
65 H 0.21605 0.37605 4.24272
66 H -1.38379 0.95580 4.79443

Forces on atoms 1 to 6 (eV/Å):
Y -3.8 3.5 3.2
C 0.6 0.0 1.0
O 0.3 -2.2 -2.3
H -0.1 0.0 -0.4
H -0.2 -0.1 -0.3
H -0.2 0.0 0.0

Mulliken population analysis, charges in e, atoms 1 to 5: number 1, Y, carries 1.776; number 2, C, carries -0.864; number 3, O, carries -0.180; number 4, H, carries 0.326; number 5, H, carries 0.209